(1)
{
  "formula": "C40H79F3N5O10S8",
  "method": "ωB97M-V with the def2-TZVPD basis set",
  "symbols": ["C", "O", "O", "C", "F", "F", "F", "C", "C", "H", "H", "H", "H", "H", "H", "C", "S", "O", "C", "H", "H", "H", "H", "H", "H", "C", "S", "O", "C", "H", "H", "H", "H", "H", "H", "C", "S", "O", "C", "H", "H", "H", "H", "H", "H", "C", "S", "O", "C", "H", "H", "H", "H", "H", "H", "C", "S", "O", "C", "H", "H", "H", "H", "H", "H", "C", "S", "O", "C", "H", "H", "H", "H", "H", "H", "C", "S", "O", "C", "H", "H", "H", "H", "H", "H", "C", "S", "O", "C", "H", "H", "H", "H", "H", "H", "N", "C", "C", "C", "C", "H", "H", "H", "H", "H", "N", "C", "C", "C", "C", "H", "H", "H", "H", "H", "N", "C", "C", "C", "C", "H", "H", "H", "H", "H", "N", "C", "C", "C", "C", "H", "H", "H", "H", "H", "N", "C", "C", "C", "C", "H", "H", "H", "H", "H"],
  "xyz": [[1.338, 0.564, 0.889], [0.356, -0.483, 0.898], [2.530, 0.010, 0.784], [0.964, 1.661, -0.093], [1.951, 2.452, -0.457], [0.488, 1.099, -1.254], [-0.041, 2.433, 0.354], [-1.039, -0.289, 0.949], [-1.691, -1.643, 0.890], [-2.760, -1.531, 1.093], [-1.599, -2.053, -0.113], [-1.312, -2.248, 1.711], [-1.435, 0.357, 0.157], [-1.258, 0.258, 1.880], [1.279, 0.981, 1.934], [-1.458, -2.815, -2.773], [-1.411, -4.075, -4.044], [-0.013, -4.033, -4.565], [-1.481, -5.517, -2.966], [-0.535, -2.931, -2.198], [-2.327, -2.928, -2.129], [-1.442, -1.821, -3.219], [-1.327, -6.346, -3.653], [-2.486, -5.522, -2.548], [-0.673, -5.467, -2.239], [-3.661, -7.191, 2.054], [-2.574, -6.550, 0.778], [-3.349, -6.374, -0.470], [-2.280, -4.944, 1.491], [-4.047, -8.154, 1.729], [-4.521, -6.524, 2.144], [-3.076, -7.256, 2.967], [-3.189, -4.338, 1.531], [-1.618, -4.470, 0.767], [-1.825, -5.029, 2.474], [-4.775, 1.083, -2.344], [-3.001, 0.702, -2.549], [-2.702, 0.558, -3.991], [-2.455, 2.303, -1.968], [-5.176, 0.470, -1.537], [-5.261, 0.733, -3.253], [-4.910, 2.141, -2.150], [-2.908, 3.118, -2.541], [-1.380, 2.383, -2.143], [-2.636, 2.453, -0.904], [-4.903, 0.028, 2.275], [-4.884, -1.196, 3.580], [-4.042, -2.344, 3.142], [-3.959, -0.261, 4.779], [-5.687, 0.759, 2.467], [-5.061, -0.482, 1.326], [-3.953, 0.571, 2.228], [-3.736, -0.802, 5.691], [-4.602, 0.585, 5.047], [-3.067, 0.187, 4.340], [2.688, 5.386, -0.961], [3.601, 6.714, -0.168], [4.203, 7.504, -1.273], [2.136, 7.641, 0.325], [3.433, 4.666, -1.294], [2.189, 5.852, -1.814], [1.945, 4.956, -0.293], [1.719, 7.244, 1.254], [1.382, 7.547, -0.456], [2.440, 8.668, 0.506], [0.107, -0.975, 4.300], [-0.115, 0.783, 4.594], [-0.953, 0.942, 5.816], [1.592, 1.116, 5.113], [0.669, -1.064, 3.364], [-0.890, -1.375, 4.108], [0.615, -1.472, 5.122], [1.480, 1.867, 5.891], [2.165, 1.523, 4.282], [2.041, 0.193, 5.466], [2.711, -1.691, -2.486], [3.077, -0.759, -3.986], [4.065, -1.524, -4.792], [1.475, -1.086, -4.748], [1.658, -1.618, -2.222], [3.283, -1.317, -1.635], [2.989, -2.730, -2.672], [0.693, -0.787, -4.050], [1.448, -2.167, -4.895], [1.399, -0.561, -5.697], [-0.147, 2.693, -5.124], [1.151, 3.838, -4.557], [0.596, 4.555, -3.364], [2.259, 2.644, -3.864], [-0.932, 2.705, -4.376], [0.286, 1.696, -5.163], [-0.466, 3.029, -6.104], [2.762, 2.082, -4.653], [1.776, 1.914, -3.212], [3.012, 3.166, -3.275], [1.583, -3.037, 1.318], [1.215, -3.987, 0.395], [1.395, -5.228, 0.943], [1.983, -5.026, 2.237], [2.121, -3.674, 2.399], [1.670, -2.055, 1.063], [0.723, -3.665, -0.509], [1.299, -6.163, 0.415], [2.246, -5.826, 2.907], [2.539, -3.118, 3.223], [4.750, 1.580, -0.166], [5.561, 2.434, 0.504], [6.525, 2.876, -0.362], [6.357, 2.161, -1.575], [5.234, 1.388, -1.424], [3.949, 1.041, 0.185], [5.363, 2.709, 1.527], [7.349, 3.528, -0.124], [6.980, 2.105, -2.454], [4.682, 0.699, -2.035], [4.539, -0.646, 2.679], [5.178, -1.835, 2.528], [6.068, -1.990, 3.558], [5.952, -0.824, 4.375], [5.003, -0.023, 3.805], [3.764, -0.342, 2.088], [4.962, -2.511, 1.718], [6.701, -2.829, 3.794], [6.489, -0.628, 5.289], [4.549, 0.877, 4.181], [-0.242, 5.910, -1.050], [-0.456, 5.518, 0.243], [-0.724, 6.624, 0.992], [-0.600, 7.746, 0.123], [-0.356, 7.263, -1.137], [0.003, 5.292, -1.818], [-0.483, 4.468, 0.483], [-1.033, 6.669, 2.023], [-0.757, 8.782, 0.378], [-0.189, 7.811, -2.048], [-5.869, -3.223, -0.009], [-5.104, -2.787, -1.052], [-5.953, -2.363, -2.040], [-7.282, -2.510, -1.547], [-7.195, -3.116, -0.324], [-5.495, -3.701, 0.793], [-4.033, -2.738, -0.961], [-5.750, -1.997, -3.034], [-8.173, -2.267, -2.101], [-7.961, -3.447, 0.355]],
  "forces_ev_per_angstrom": [[0.7, -0.5, 3.0], [-0.2, -0.5, -1.2], [0.3, 0.1, -1.1], [-0.6, -0.9, -1.4], [0.5, 0.3, 0.2], [0.1, 0.1, 0.0], [-0.2, 0.1, 0.3], [0.0, 0.9, 0.4], [-0.7, 0.7, 0.5], [0.0, 0.0, -0.1], [0.4, -0.4, 0.2], [0.2, -0.4, -0.4], [0.3, -0.1, -0.2], [-0.3, -0.2, 0.1], [-0.6, 0.8, -0.5], [0.3, 0.1, 0.3], [0.3, -0.1, 0.0], [0.0, 0.1, -0.2], [-0.2, 0.6, -0.6], [-0.1, -0.1, 0.1], [-0.1, 0.0, -0.1], [-0.2, -0.1, -0.2], [-0.1, -0.2, 0.2], [0.1, -0.3, 0.3], [-0.1, 0.0, 0.2], [-0.5, 0.3, -0.4], [0.8, -0.6, 0.4], [-0.6, 0.3, -0.3], [-0.3, 0.3, -0.5], [0.3, -0.1, 0.1], [0.1, 0.1, 0.2], [-0.1, -0.1, 0.1], [-0.1, -0.2, 0.2], [0.3, 0.0, 0.3], [0.2, 0.0, 0.0], [0.1, -0.6, -0.1], [-0.4, -0.3, 1.1], [0.1, 0.3, -0.4], [0.8, 0.8, -0.5], [0.1, 0.1, 0.1], [0.0, 0.3, -0.1], [-0.2, 0.0, -0.2], [-0.2, -0.2, 0.0], [0.0, -0.2, 0.2], [-0.2, -0.3, 0.0], [0.6, 0.6, -0.1], [-0.5, -0.6, 0.4], [0.2, -0.1, -0.3], [-0.1, 1.2, -0.1], [-0.1, -0.1, 0.0], [-0.2, -0.1, 0.1], [0.0, -0.2, 0.0], [0.0, -0.4, -0.2], [0.0, -0.1, 0.1], [0.2, -0.3, 0.1], [0.4, 0.2, -0.2], [-0.2, 0.0, 0.5], [0.3, 0.2, -0.4], [0.8, -0.4, 0.4], [-0.1, -0.1, 0.1], [0.1, -0.2, 0.0], [0.3, -0.1, 0.1], [0.2, -0.1, -0.2], [1.1, 0.4, 0.4], [0.1, 0.1, -0.2], [-0.2, 0.2, -0.6], [0.3, 0.0, 0.0], [-0.2, -0.1, 0.2], [-0.3, 0.0, -0.3], [0.1, -0.1, 0.1], [0.0, -0.1, 0.2], [-0.1, 0.0, 0.1], [0.1, 0.0, 0.1], [0.0, 0.0, -0.1], [0.1, 0.1, 0.2], [0.2, -0.3, 0.4], [-0.3, 0.1, 0.0], [0.2, -0.1, 0.1], [0.2, -0.2, 0.2], [0.0, 0.1, -0.1], [0.1, 0.1, -0.1], [-0.1, 0.0, -0.1], [-0.1, 0.1, -0.1], [-0.2, 0.0, -0.1], [0.0, 0.0, 0.0], [0.7, 0.1, 0.1], [-0.1, -0.1, 0.3], [-0.3, 0.2, -0.1], [0.6, -0.6, 0.1], [-0.2, 0.1, -0.1], [-0.1, -0.1, -0.2], [-0.3, -0.1, 0.0], [0.0, 0.2, -0.1], [-0.3, 0.2, 0.0], [0.0, 0.1, -0.1], [0.6, -0.6, -0.6], [-0.6, 0.5, 0.4], [0.6, 0.0, 0.1], [-0.3, -0.4, -0.8], [-0.3, 0.3, 0.5], [0.0, 0.0, 0.4], [0.2, -0.1, -0.2], [-0.3, 0.0, 0.1], [0.2, 0.2, 0.2], [0.0, 0.0, 0.0], [-0.1, -0.5, 0.0], [-0.5, 0.5, 0.2], [0.8, -0.3, 0.0], [-0.2, -0.3, -0.5], [-0.4, -0.1, 0.5], [0.0, 0.2, 0.2], [0.0, 0.0, 0.0], [-0.1, 0.1, 0.0], [0.1, 0.4, 0.1], [0.3, -0.1, -0.5], [-0.2, 0.1, 0.1], [0.3, -0.4, 0.0], [0.0, 0.4, 0.6], [0.2, -0.4, 0.1], [-0.4, -0.1, 0.0], [-0.1, 0.1, -0.2], [-0.1, 0.1, -0.1], [0.0, -0.1, -0.3], [0.0, 0.1, 0.0], [0.1, 0.2, -0.2], [-0.4, 0.0, 0.1], [-0.3, -0.6, -0.4], [-0.2, 0.9, -0.1], [-1.7, -0.1, 0.0], [-0.7, 0.1, 0.0], [0.0, 0.1, 0.0], [0.1, 0.2, 0.1], [0.2, -0.1, 0.1], [0.1, 0.0, 0.0], [0.0, -0.2, -0.1], [0.1, -0.3, 0.0], [0.0, 0.2, -0.1], [-0.5, 0.3, 0.0], [0.2, -0.5, -0.4], [-0.1, 0.4, 0.3], [0.0, 0.1, 0.1], [0.0, -0.2, -0.1], [0.4, 0.1, 0.1], [-0.1, -0.1, 0.1], [0.0, 0.0, 0.0]],
  "gap_ev": 7.3,
  "charge": -1,
  "e_homo_ev": -5.7,
  "molar_mass_da": 1103.627
}

***

(2)
{
  "formula": "C22H23MnN6O2S",
  "method": "ωB97M-V with the def2-TZVPD basis set",
  "symbols": ["Mn", "S", "C", "N", "N", "C", "C", "C", "C", "C", "C", "N", "N", "C", "C", "C", "C", "C", "C", "H", "H", "H", "H", "H", "H", "H", "H", "H", "H", "H", "C", "O", "C", "C", "H", "H", "H", "H", "H", "H", "N", "C", "O", "C", "C", "C", "N", "C", "C", "H", "H", "H", "H", "H", "H"],
  "xyz": [[-0.627, -0.116, -0.659], [1.480, -0.327, -1.390], [1.850, 1.430, -1.491], [3.029, 1.877, -1.863], [3.978, 0.975, -2.110], [5.158, 1.324, -2.739], [5.334, 2.603, -3.280], [6.524, 2.924, -3.907], [7.554, 1.996, -4.002], [7.380, 0.731, -3.458], [6.194, 0.390, -2.832], [0.907, 2.287, -1.164], [-0.305, 1.815, -0.861], [-1.195, 2.875, -0.555], [-0.725, 4.079, -0.009], [-1.603, 5.104, 0.300], [-2.964, 4.977, 0.060], [-3.433, 3.808, -0.518], [-2.564, 2.773, -0.818], [3.777, -0.002, -1.936], [4.530, 3.318, -3.193], [6.648, 3.913, -4.331], [8.482, 2.258, -4.494], [8.183, 0.006, -3.511], [6.061, -0.595, -2.398], [0.334, 4.189, 0.163], [-1.212, 6.019, 0.728], [-3.646, 5.781, 0.304], [-4.485, 3.707, -0.759], [-2.931, 1.890, -1.320], [-3.614, -0.741, 1.276], [-2.594, -0.100, 0.498], [-2.488, -0.248, -0.841], [-3.648, -0.859, -1.539], [-4.596, -0.356, 1.002], [-3.406, -0.489, 2.311], [-3.588, -1.823, 1.144], [-4.564, -0.293, -1.346], [-3.802, -1.882, -1.181], [-3.472, -0.879, -2.612], [0.225, -7.009, 0.149], [0.709, -5.940, 0.837], [1.506, -6.055, 1.744], [0.209, -4.598, 0.406], [0.180, -3.570, 1.344], [-0.218, -2.313, 0.951], [-0.573, -2.014, -0.314], [-0.562, -3.010, -1.209], [-0.176, -4.296, -0.895], [0.529, -7.920, 0.444], [-0.548, -6.938, -0.486], [0.477, -3.771, 2.363], [-0.245, -1.493, 1.658], [-0.860, -2.739, -2.213], [-0.149, -5.042, -1.677]],
  "forces_ev_per_angstrom": [[-1.9, 1.1, -1.0], [0.5, 0.4, -0.2], [1.7, -3.1, -0.4], [-0.5, -0.1, 0.2], [-0.8, 0.3, 0.2], [0.5, 0.5, -0.2], [-0.1, -0.2, 0.1], [0.1, 0.0, 0.0], [0.0, 0.0, 0.0], [0.0, 0.0, 0.0], [-0.3, 0.0, 0.1], [-4.1, 1.6, 0.6], [3.5, 0.4, -0.4], [-0.4, 1.0, 0.2], [-0.1, -0.3, 0.0], [0.1, 0.1, 0.1], [0.0, -0.1, 0.0], [0.0, 0.1, 0.0], [0.3, -0.2, -0.2], [-0.2, -0.1, 0.0], [0.0, 0.0, 0.0], [0.0, 0.0, 0.0], [0.0, 0.0, 0.0], [0.0, 0.0, 0.0], [0.0, 0.0, 0.0], [0.1, 0.0, 0.1], [0.0, 0.0, 0.0], [0.0, 0.0, 0.0], [0.0, 0.0, 0.0], [0.0, 0.0, 0.0], [0.1, 0.1, 0.0], [-0.5, 0.3, 0.8], [1.8, -0.6, -0.3], [0.0, 0.2, 0.0], [0.0, 0.0, 0.0], [0.0, 0.0, 0.0], [0.0, 0.0, 0.0], [-0.1, -0.1, 0.0], [-0.1, 0.0, 0.0], [0.0, 0.0, 0.0], [0.1, 0.0, 0.0], [0.0, -0.2, 0.0], [0.0, 0.0, 0.1], [0.0, 0.4, -0.1], [0.0, -0.3, 0.0], [-0.2, -0.1, -0.1], [0.5, -1.1, 0.7], [-0.1, 0.3, -0.1], [0.0, -0.3, 0.1], [0.0, 0.0, 0.0], [0.0, 0.0, 0.0], [0.0, 0.0, 0.0], [0.1, 0.0, 0.0], [0.1, 0.0, 0.0], [0.0, 0.0, 0.0]],
  "gap_ev": [5.7, 5.7],
  "e_homo_ev": [-6.4, -6.4],
  "molar_mass_da": 490.471
}